61
Properties=species:S:1:pos:R:3:mulliken_charge:R:1 method="wB97M-V/def2-TZVPD" e_tot_ev=-76281.600 spin_multiplicity=2 lumo_energy_ev="-5.24 / -6.28" charge=+1 orbital_gap_ev="6.72 / 5.53" fmax_ev_per_a=1.13 e_above_lowest_kcal_mol=25.90
Ir 0.80498 -0.18429 0.55523 1.921
S 2.98680 0.24797 -0.02751 -0.325
S 1.87637 0.28359 2.42890 -0.419
O -5.10578 -5.05361 0.60505 -0.603
O -0.45989 -1.47062 1.94821 -0.791
O -5.91545 -4.24085 -1.22845 -0.588
O -1.01424 -0.43812 -0.48718 -0.545
O -2.49599 0.68628 -2.36313 -0.582
O -3.99870 -0.54127 -3.28580 -0.608
O -0.62287 -3.60565 1.83996 -0.532
N -1.40182 3.55879 0.15334 0.077
N 0.35608 1.85103 0.11414 0.948
N 1.26937 -1.99222 -0.33493 0.214
N 6.45208 1.73009 0.53473 -0.404
N -5.11514 -4.26960 -0.32056 1.032
N 0.90018 4.24548 0.25958 0.142
N 0.01350 3.34718 -1.79649 0.172
N 4.62212 1.68753 4.65219 -0.384
N 1.80188 -4.06752 -0.63642 -0.013
N -0.97597 -2.51505 1.48934 1.082
N -3.19220 -0.31102 -2.41633 0.943
C 5.58914 1.47152 1.24871 -0.194
C 2.64833 -3.07041 1.49117 -1.072
C -0.46228 4.52699 0.71201 -0.770
C 1.91290 -3.02939 0.20269 0.524
C -1.06121 2.22913 0.57691 -0.287
C -3.06736 -1.31198 -1.32899 -0.477
C 3.35362 0.66961 1.60567 0.341
C 1.06879 -3.69840 -1.74328 -0.750
C 0.73149 -2.40607 -1.55215 -0.508
C 0.37076 2.00924 -1.41592 -0.541
C -4.04250 -3.25818 -0.34329 -0.885
C -3.02306 -3.34120 0.56595 -0.275
C 1.28254 2.93491 0.69118 -0.779
C -1.34418 3.64191 -1.31240 -0.675
C 4.48896 1.18141 2.12166 0.936
C -1.97283 -1.30248 -0.41410 0.706
C 4.57762 1.45064 3.52836 -0.217
C -4.06906 -2.25518 -1.29309 -0.298
C 0.94613 4.30685 -1.20243 -0.756
C -2.03922 -2.36857 0.52777 -0.307
H -2.04285 2.93195 -1.74654 0.235
H 2.29321 2.73449 0.36500 0.301
H -4.87436 -2.20802 -2.01244 0.677
H 0.86862 -4.37235 -2.55739 0.441
H 3.47702 -3.77441 1.43208 0.502
H 1.98526 -3.37702 2.30129 0.214
H -0.74605 5.52698 0.38834 0.329
H -0.35671 1.30671 -1.81166 0.017
H 0.67523 5.31087 -1.52438 0.342
H -2.99792 -4.13352 1.30151 0.667
H -1.74369 1.51504 0.13381 0.027
H 3.04645 -2.08729 1.72236 0.076
H 2.19633 -4.97954 -0.46960 0.213
H 1.37460 1.77112 -1.76451 0.408
H -1.61593 4.65049 -1.61792 0.393
H 1.21633 2.86777 1.77619 0.302
H -0.49591 4.48227 1.80155 0.348
H -1.07922 2.15713 1.66536 0.277
H 0.18644 -1.73628 -2.19229 0.436
H 1.95927 4.08512 -1.54108 0.344

15
Properties=species:S:1:pos:R:3:mulliken_charge:R:1 method="wB97M-V/def2-TZVPD" e_tot_ev=-10873.914 spin_multiplicity=3 lumo_energy_ev="0.96 / -1.92" charge=0 orbital_gap_ev="6.49 / 7.53" fmax_ev_per_a=8.55 e_above_lowest_kcal_mol=131.73
O -0.91138 -1.81173 -0.46358 -0.039
O -2.84880 1.17377 0.01713 -0.496
N -2.13778 0.22959 -0.18110 0.693
C 0.47466 1.13406 1.44566 0.027
C 1.03337 1.71193 -1.06871 -1.238
C 0.73679 1.37845 0.30432 -0.063
C 0.20301 -2.24502 0.31592 -0.514
C -1.55094 -0.76617 -0.03059 -0.489
H -0.08386 -2.40711 1.35617 0.317
H 0.29457 1.24762 -1.72527 0.296
H 0.52780 -3.18718 -0.12056 0.251
H 1.00588 -1.50776 0.26679 0.267
H 0.98934 2.79433 -1.20759 0.309
H 2.02707 1.36280 -1.34702 0.304
H 0.24028 0.89241 2.43843 0.374

103
Properties=species:S:1:pos:R:3:mulliken_charge:R:1 method="wB97M-V/def2-TZVPD" e_tot_ev=-76683.737 spin_multiplicity=5 lumo_energy_ev="0.13 / -1.87" charge=0 orbital_gap_ev="5.58 / 6.84" fmax_ev_per_a=5.12 e_above_lowest_kcal_mol=0.00
Ir 0.22175 -1.41264 0.67570 2.761
S -1.19885 4.54613 0.74814 1.359
O -1.72143 -3.65544 -1.30995 -0.641
O 2.73581 0.56428 -0.47751 -0.794
O -0.29165 5.34827 1.53533 -0.739
O -2.32297 3.79111 1.24876 -0.659
O 0.45675 0.48366 -0.46166 0.311
N -0.33438 3.33639 -0.03339 0.422
N 1.13519 -2.97954 -3.16301 0.068
N 2.44842 -1.53134 -1.94737 -0.088
N -0.77387 -0.67129 3.35021 0.174
N 0.22135 -0.34285 2.44075 0.403
N 0.31478 -2.38609 -1.16883 0.442
N -1.75430 -2.85855 2.42466 0.176
N -0.55161 -3.08280 1.75877 0.221
N 2.08118 -1.85941 0.98828 0.380
N -2.42067 -0.60919 1.47487 0.217
N -1.73467 -0.86474 0.29788 -0.208
C 3.58592 0.70455 3.83404 -1.572
C 1.60897 1.07471 -0.70783 0.394
C -2.65730 5.19666 -1.47128 -0.647
C -3.79170 -0.42404 -2.75807 -1.523
C 0.73211 -5.14815 1.07062 1.415
C -1.99913 6.96773 -2.93850 0.987
C 2.00456 2.41228 3.21290 -1.119
C -0.62184 -3.28189 -1.72351 -0.148
C -1.96133 7.54778 -4.35934 -1.354
C 1.31786 0.04843 3.16634 0.065
C 0.98863 3.62054 -0.49786 -0.441
C -3.26300 0.45383 1.29835 -1.139
C 1.73409 -5.35268 2.29335 -1.426
C -2.72808 5.84967 -2.71522 -0.677
C 1.35773 -2.25542 -2.02927 -0.045
C -3.14347 0.82829 -0.07899 -0.394
C -0.08720 -3.67511 -3.11291 -0.605
C 0.50088 -6.61799 0.56769 -1.802
C -1.74909 -5.04368 1.94695 -0.860
C 1.44288 2.40681 -1.38174 -2.066
C 2.12948 -3.18559 -4.21565 -1.198
C -1.12880 6.91048 -0.67037 -0.431
C 1.09398 -0.24487 4.50360 -0.839
C -0.22013 -0.68745 4.58819 -1.028
C -2.32955 -0.30213 -2.23563 1.210
C -0.53253 -4.42510 1.43572 0.064
C -2.45855 -4.00951 2.53483 -0.536
C 2.49554 0.99538 2.83884 1.116
C -1.80214 1.07936 -2.78865 -1.099
C -1.21008 7.56735 -1.87457 -0.553
C 3.09512 -2.39809 1.23288 -0.709
C -2.32874 -0.15213 -0.71348 0.182
C -1.65977 5.61777 -0.58694 -0.300
B -2.04066 -1.36125 2.77838 -0.755
B 4.46581 -3.00026 1.57629 0.773
H 0.74820 2.42109 -2.24911 0.287
H -3.92047 -0.09803 -3.81351 0.368
H 0.16305 -4.72217 -3.29257 0.521
H -0.52825 7.28887 0.16876 0.455
H -3.53467 1.74751 -0.45608 0.497
H -3.27264 4.36899 -1.25810 0.563
H 1.40105 2.36818 4.21701 0.265
H -0.85290 -3.45905 -3.92230 0.302
H 1.19744 -4.55703 0.28988 -0.370
H -2.19299 6.69116 -4.96685 0.389
H 4.07713 -0.29649 3.74978 0.220
H -2.67979 1.77332 -2.62677 0.363
H 3.02988 -3.44618 -3.71667 0.414
H -1.60206 0.92841 -3.85014 0.528
H -0.05689 -6.71798 -0.35652 0.368
H 1.37282 -6.15755 2.95934 0.453
H -4.34357 0.34716 -2.17941 0.356
H 2.51240 -0.79540 -1.15754 -0.197
H -2.00086 -6.06700 1.62873 0.402
H 2.85133 0.94825 1.83114 0.004
H -3.45218 5.49996 -3.45228 0.394
H -2.66267 8.40411 -4.53189 0.255
H 1.68648 -0.06058 5.36670 0.511
H 5.33039 -2.16563 1.43582 -0.144
H 2.76582 -5.54388 1.90149 0.355
H -0.85516 1.45550 -2.35905 -0.369
H -0.00208 -7.20714 1.42417 0.349
H -3.88520 0.83761 2.05954 0.586
H 1.77229 3.73569 0.30647 0.245
H 2.33132 -2.30586 -4.82843 0.272
H -1.72543 -1.15888 -2.62288 -0.306
H 1.03902 4.53880 -1.07793 0.573
H 2.78924 3.21149 3.28418 0.344
H 1.72386 -4.40336 2.90283 0.221
H -0.45040 2.39379 0.35145 -0.459
H 4.94260 -3.87513 0.87048 -0.176
H -4.23005 -1.41095 -2.52658 0.372
H -0.59391 8.48006 -2.03093 0.332
H 3.28716 0.85178 4.92837 0.279
H -3.45140 -3.93894 3.03625 0.424
H 4.34646 -3.46344 2.77022 -0.105
H 1.70300 -3.96072 -4.86949 0.419
H -2.95406 -1.18180 3.55068 -0.088
H 1.32375 2.78993 2.44645 0.050
H 1.41898 -7.15840 0.38518 0.429
H -0.77515 -0.95881 5.42445 0.600
H 4.41344 1.44531 3.65157 0.453
H 2.41614 2.66927 -1.76018 0.585
H 3.01452 -1.53272 -2.77774 0.301
H -0.98631 7.91465 -4.65879 0.367